79
Properties=species:S:1:pos:R:3:lowdin_charge:R:1 method="wB97M-V/def2-TZVPD" multiplicity=5 gap_ev="5.006 / 5.117" total_charge=-1 e_above_lowest_kj_mol=0.0 homo_energy_ev="-2.41 / -2.53"
Pm 0.09181 0.24456 0.83983 1.085
Cl 2.47419 1.29221 0.51637 -0.157
P -0.04282 0.58787 -2.28935 1.062
O -1.99346 1.22276 0.42164 -0.257
C -1.36450 -3.67970 2.32987 -0.206
C -3.62182 -1.62780 -4.56119 -0.212
C -1.81948 -2.72832 3.43348 -0.216
C 1.26984 -0.45191 -3.18663 -0.431
C 1.13822 -0.71244 -4.69359 -0.216
C -2.12651 0.44008 -4.31719 -0.213
C -2.07366 3.49196 -0.45575 -0.114
C 3.62280 -1.35624 -4.75585 -0.213
C -1.62859 -1.25274 3.05488 -0.183
C 1.27661 4.92432 -3.79840 -0.211
C -1.69059 -0.05465 -2.93243 -0.433
C 0.50610 4.01677 -4.76405 -0.202
C 0.09999 2.34036 -2.93845 -0.434
C -3.51465 -0.10416 -4.68900 -0.203
C -1.74877 -1.58904 -2.81439 -0.210
C -0.10502 -1.03275 2.77396 -0.548
C -1.43050 2.20012 -0.12767 -0.449
C 0.47654 -1.90764 1.86436 -0.387
C -0.06216 -3.28392 1.58425 -0.242
C 2.19136 -1.73087 -5.16095 -0.203
C -3.12792 -2.14273 -3.20464 -0.200
C 0.92602 4.66554 -2.32887 -0.199
C 0.59518 2.53416 -4.37727 -0.215
C 2.67956 0.06416 -2.86349 -0.233
C 0.94964 3.17663 -1.96752 -0.264
C 0.29448 0.71369 2.85311 -0.317
C 3.74142 -0.96448 -3.27882 -0.198
H -1.39635 0.12567 -5.07873 0.093
H -1.93054 -0.60207 3.88499 0.105
H -1.38781 4.29772 -0.16547 0.071
H -4.25550 0.36314 -4.02588 0.113
H -0.49973 1.15849 3.46304 0.019
H -0.23264 -3.41134 0.49725 0.075
H 2.12875 -1.84053 -6.25076 0.102
H -2.16950 -3.77785 1.59142 0.096
H 1.14041 -1.42608 -2.67764 0.107
H -0.07441 5.06799 -2.11197 0.099
H 1.98564 2.80188 -1.97516 0.088
H 1.63951 2.19850 -4.45940 0.098
H 1.52810 -1.74143 1.58920 0.066
H 0.71951 -4.02552 1.83320 0.088
H 2.77761 0.29082 -1.79160 0.018
H 0.58938 3.04237 -0.93526 0.038
H 0.00323 1.93906 -5.08743 0.089
H 1.94314 -2.70901 -4.72611 0.111
H -3.08775 -3.23829 -3.21472 0.105
H -1.51302 -1.90639 -1.78678 0.107
H -2.39781 0.36881 -2.19417 0.105
H 0.13875 -1.08665 -4.95119 0.081
H -3.04302 3.63424 0.05033 0.066
H 0.37941 -1.25052 3.73953 0.115
H 1.62744 5.20155 -1.67614 0.111
H -3.85144 -1.85693 -2.42930 0.114
H 1.30070 0.72110 3.30794 0.017
H -2.86789 -2.92632 3.68936 0.099
H -1.23532 -2.93024 4.34168 0.108
H -2.24046 -0.97567 2.18016 0.104
H 1.27839 0.22503 -5.25016 0.096
H 2.35443 4.76745 -3.94021 0.110
H 3.96737 -0.51931 -5.37784 0.108
H 0.88860 4.14795 -5.78376 0.103
H -2.15777 1.53905 -4.34877 0.103
H -0.55156 4.31528 -4.77671 0.111
H -1.22669 -4.67930 2.76293 0.095
H -2.22705 3.55630 -1.54401 0.066
H -0.97756 -2.04061 -3.45726 0.099
H 4.29119 -2.19924 -4.96505 0.100
H 3.61889 -1.86149 -2.65640 0.114
H -3.76100 0.20418 -5.71224 0.103
H 4.74053 -0.56219 -3.07396 0.107
H -3.04093 -2.10193 -5.36367 0.109
H 1.07594 5.97417 -4.04117 0.099
H 2.86062 1.01118 -3.39698 0.101
H -0.93680 2.71275 -2.88268 0.084
H -4.66443 -1.93205 -4.70852 0.101


86
Properties=species:S:1:pos:R:3:lowdin_charge:R:1 method="wB97M-V/def2-TZVPD" multiplicity=3 gap_ev="9.088 / 9.115" total_charge=0 homo_energy_ev="-8.52 / -8.95"
S 0.66542 5.93081 0.73165 0.999
O 5.97726 7.77836 0.53780 0.193
O 1.66671 8.13438 1.78653 0.032
O 4.70337 6.06819 1.27018 0.077
O 0.64116 1.47753 -1.58351 -0.030
O 6.56340 6.59477 2.34274 0.059
O -3.60844 -3.85166 -1.37484 -0.021
N 1.12263 0.33821 -1.95481 -0.088
N -3.84272 -4.82651 -0.55953 -0.088
N 1.38495 6.57662 3.33239 0.045
N 1.91345 7.71543 3.94150 0.057
C -4.21438 -3.82870 2.17179 -0.168
C 3.14499 3.99308 2.86405 -0.180
C 4.33448 3.69412 1.94073 -0.118
C 6.01906 5.40083 2.98219 -0.050
C 2.26806 -0.82468 -3.87546 -0.042
C 0.33436 -0.79330 -1.37833 -0.462
C 0.01772 0.21030 -4.16057 -0.137
C -2.70995 -5.01130 0.39469 -0.467
C 5.77397 6.91460 1.30149 -0.592
C -5.21534 -4.70336 0.01702 -0.500
C 1.76163 3.78029 2.25816 -0.237
C 1.26960 6.86046 2.07154 -0.680
C -0.75506 -1.03765 -3.74019 -0.165
C -5.69548 -6.01114 0.67139 -0.041
C -6.20743 -4.41011 -1.10085 -0.040
C 2.04307 8.59317 2.99214 -0.186
C -0.91944 -1.10252 -2.21977 -0.122
C 1.55934 4.35014 0.85048 -0.440
C 1.25422 -2.03747 -1.20870 -0.018
C -2.81309 -4.05375 1.59565 -0.127
C -1.39008 -4.71821 -0.30384 -0.054
C -2.63374 -6.49925 0.84278 -0.017
C -5.23643 -3.59154 1.06112 -0.137
C 2.07164 1.61004 -3.83709 -0.041
C -0.14790 -0.44388 0.02574 -0.047
C 1.35200 0.32983 -3.43217 -0.499
C 5.26217 4.85356 1.79980 -0.306
H 0.19679 0.19553 -5.23750 0.124
H -3.50992 -7.07469 0.56059 0.057
H -0.26742 -1.94102 -4.11531 0.107
H 3.00148 1.72562 -3.27761 0.090
H -6.72182 -5.88230 1.01465 0.091
H -7.21888 -4.40834 -0.69599 0.087
H -1.74445 -1.02092 -4.20006 0.115
H 1.51334 -2.19450 -0.16123 0.080
H 6.06000 4.58961 1.09717 0.163
H -0.56648 -4.99307 0.35585 0.098
H 2.42452 9.58081 3.15025 0.128
H -0.90519 0.33813 0.02210 0.080
H -0.59311 1.09602 -3.96040 0.127
H 5.43846 5.78698 3.80940 0.139
H -5.02918 -2.62970 0.58194 0.127
H 2.31955 1.56632 -4.89696 0.087
H 1.51778 2.72220 2.24230 0.106
H -4.18926 -2.95799 2.82954 0.113
H 3.19517 4.99425 3.27490 0.085
H 4.04112 3.35751 0.95293 0.116
H -5.68375 -6.83327 -0.04557 0.092
H 6.84345 4.74737 3.23042 0.138
H 3.23162 -0.77646 -3.36583 0.091
H -5.11487 -6.30932 1.54066 0.063
H -6.15498 -5.17617 -1.87584 0.092
H -0.58830 -1.33615 0.47225 0.076
H 0.94437 3.65016 0.29762 0.060
H 2.47696 4.46187 0.28835 0.059
H 1.46166 2.49636 -3.67364 0.080
H 0.67925 -0.11616 0.65777 0.088
H -2.14558 -4.40721 2.38274 0.120
H -6.03193 -3.44168 -1.56510 0.080
H 1.84448 -1.81201 -3.71032 0.064
H 0.78390 -2.95130 -1.57348 0.079
H -6.23958 -3.51570 1.48495 0.124
H -2.43293 -3.07446 1.28736 0.111
H -1.30215 -2.08344 -1.93964 0.097
H -1.79838 -7.00568 0.35986 0.078
H -1.69824 -0.38323 -1.94961 0.124
H 2.21112 -1.93543 -1.71215 0.057
H 3.21865 3.32841 3.71963 0.113
H 4.92183 2.88819 2.36959 0.124
H -1.29142 -5.29131 -1.22714 0.099
H 2.45246 -0.74237 -4.94644 0.090
H -1.28108 -3.66385 -0.54469 0.040
H -4.51392 -4.67000 2.80174 0.105
H -2.50475 -6.59606 1.92148 0.088
H 1.03446 4.23882 2.91456 0.086